9
Properties=species:S:1:pos:R:3:forces:R:3 method="wB97M-V/def2-TZVPD" homo_lumo_gap_ev="8.710 / 8.708" e_lumo_ev="0.01 / 0.01" homo_energy_ev="-8.7 / -8.7" e_tot_ha=-321.22029
C 1.6353 -0.2947 -0.3325 0.16 -1.19 -0.18
C -0.1497 -0.9203 1.5993 2.65 -0.71 -0.32
C -0.6201 -0.3206 0.3681 0.31 1.72 -0.81
N 1.9491 -1.1712 0.5002 -1.78 1.15 0.10
O -0.3404 -1.2179 2.6930 -0.03 0.04 -0.64
O 0.4145 0.3879 -0.3411 -2.46 0.03 0.84
H 2.0420 0.0475 -1.3249 0.62 -0.47 1.21
H -1.1132 -0.9876 -0.2894 0.14 -1.71 -0.60
H -1.4959 0.2796 0.5895 0.39 1.13 0.41